{"formula": "C24H71N7O9", "method": "wB97M-V/def2-TZVPD", "elements": ["C", "O", "C", "C", "C", "N", "H", "H", "H", "H", "H", "H", "H", "H", "H", "H", "H", "C", "O", "C", "C", "C", "N", "H", "H", "H", "H", "H", "H", "H", "H", "H", "H", "H", "C", "O", "C", "C", "C", "N", "H", "H", "H", "H", "H", "H", "H", "H", "H", "H", "H", "C", "O", "C", "C", "C", "N", "H", "H", "H", "H", "H", "H", "H", "H", "H", "H", "H", "C", "O", "C", "C", "C", "N", "H", "H", "H", "H", "H", "H", "H", "H", "H", "H", "H", "N", "C", "N", "O", "H", "H", "H", "H", "C", "O", "H", "H", "H", "H", "C", "O", "H", "H", "H", "H", "C", "O", "H", "H", "H", "H"], "positions_angstrom": [[-23.7456, 7.7016, 6.8843], [-23.3457, 6.4190, 6.4918], [-22.2648, 6.4259, 5.5638], [-22.6568, 6.8402, 4.1524], [-23.8882, 6.0945, 3.6602], [-21.5311, 6.6182, 3.2501], [-23.0590, 8.3147, 7.4825], [-24.6842, 7.6119, 7.4409], [-24.0356, 8.3091, 6.0109], [-21.4931, 7.1144, 5.9371], [-21.8394, 5.4212, 5.5972], [-22.9301, 7.9088, 4.2192], [-23.6746, 5.0193, 3.6351], [-24.1484, 6.3779, 2.6369], [-24.7677, 6.2151, 4.2898], [-21.7581, 6.9090, 2.3084], [-20.7391, 7.1703, 3.5632], [-18.0635, 8.7478, 12.6220], [-18.5408, 9.5833, 11.5763], [-19.5624, 9.0107, 10.7860], [-20.1530, 10.0639, 9.8784], [-20.7175, 11.2329, 10.7085], [-21.1748, 9.3685, 9.0714], [-17.0046, 8.9762, 12.7344], [-18.2835, 7.6938, 12.4621], [-18.5497, 9.0365, 13.5627], [-19.1887, 8.1853, 10.1617], [-20.3470, 8.5788, 11.4268], [-19.3955, 10.3909, 9.1611], [-21.7035, 11.5384, 10.3620], [-20.0226, 12.0723, 10.7170], [-20.8542, 10.8851, 11.7324], [-21.6959, 10.0670, 8.5461], [-21.8639, 8.9960, 9.7312], [-24.2232, 12.6582, 11.3473], [-25.0516, 11.7122, 11.9554], [-24.5870, 10.3800, 11.8863], [-24.8102, 9.7309, 10.5283], [-26.2527, 9.7492, 10.0378], [-24.2198, 8.3935, 10.5627], [-23.2400, 12.7610, 11.8275], [-24.7044, 13.6282, 11.4548], [-24.0783, 12.4186, 10.2887], [-23.5016, 10.3587, 12.0612], [-25.0966, 9.7838, 12.6461], [-24.2190, 10.2847, 9.7886], [-26.8896, 9.0295, 10.5561], [-26.2650, 9.4831, 8.9767], [-26.6864, 10.7468, 10.1411], [-24.7004, 7.7583, 11.2026], [-24.4717, 7.9251, 9.6913], [-21.5907, 13.0696, 18.3961], [-20.8681, 11.9883, 17.8630], [-21.4108, 11.4512, 16.6923], [-20.5637, 10.2645, 16.2860], [-21.0049, 9.5606, 15.0172], [-20.4835, 9.2240, 17.3517], [-21.0936, 13.3516, 19.3220], [-22.6429, 12.8107, 18.5423], [-21.5304, 13.9588, 17.7494], [-22.4636, 11.1546, 16.8020], [-21.3453, 12.1987, 15.8816], [-19.5178, 10.5459, 16.1396], [-21.1152, 10.2641, 14.1911], [-21.9744, 9.0606, 15.0838], [-20.2246, 8.8356, 14.7937], [-21.3427, 8.6762, 17.3118], [-20.5339, 9.6891, 18.2555], [-18.6314, 4.1459, 9.5678], [-18.4589, 4.8132, 8.3366], [-17.5817, 5.9182, 8.4442], [-17.8090, 6.8005, 7.2288], [-16.8775, 8.0062, 7.2392], [-19.2069, 7.2606, 7.1454], [-19.2349, 4.7647, 10.2420], [-17.6596, 3.8804, 10.0002], [-19.1727, 3.2122, 9.4148], [-17.8153, 6.4715, 9.3653], [-16.5398, 5.5683, 8.4633], [-17.5847, 6.2098, 6.3360], [-17.0490, 8.5954, 6.3374], [-15.8280, 7.7102, 7.2864], [-17.0717, 8.6707, 8.0877], [-19.3605, 8.0670, 7.7527], [-19.7553, 6.5460, 7.6264], [-18.5895, 3.9987, 13.5348], [-19.3216, 5.0582, 14.0317], [-18.5711, 6.0248, 14.6804], [-20.5341, 5.1497, 13.8968], [-17.6169, 3.8962, 13.7552], [-19.0303, 3.2994, 12.9699], [-19.1001, 6.7300, 15.1574], [-17.5838, 6.0411, 14.5146], [-22.1667, 5.6554, 9.5747], [-22.5361, 4.5836, 10.4093], [-21.5860, 6.3894, 10.1362], [-21.4497, 5.3371, 8.7992], [-22.9700, 6.1691, 9.0459], [-22.7939, 3.8300, 9.8733], [-18.2226, 11.8460, 13.8628], [-17.7086, 12.0043, 12.5629], [-17.5348, 11.3961, 14.5930], [-18.4755, 12.8333, 14.2576], [-19.1144, 11.2141, 13.8311], [-18.0660, 11.2994, 12.0026], [-22.1029, 11.4892, 6.5061], [-22.9263, 11.5943, 7.6725], [-22.2162, 12.3630, 5.8560], [-21.0579, 11.4986, 6.8078], [-22.3439, 10.5760, 5.9604], [-23.8423, 11.5606, 7.3815]], "atomic_forces_ev_per_a": [[-1.19, 0.73, -0.46], [0.20, 0.11, 0.08], [0.44, 0.13, 0.50], [-0.79, 0.33, 0.06], [0.18, -0.69, -0.26], [0.10, -0.03, 0.35], [0.46, -0.54, -0.04], [0.15, -0.24, 0.14], [0.18, -0.01, 0.05], [0.07, -0.13, -0.09], [-0.09, -0.03, -0.25], [0.08, -0.06, -0.17], [0.04, 0.08, 0.00], [0.02, 0.14, 0.06], [0.10, 0.26, 0.10], [-0.04, 0.05, 0.00], [0.05, -0.08, -0.11], [-0.21, 0.65, 0.39], [0.02, -0.31, -0.24], [0.05, -0.35, -0.14], [-0.75, -0.10, -0.24], [0.33, -0.30, -0.01], [-0.17, 0.01, 0.43], [0.09, -0.37, -0.05], [0.24, -0.06, -0.27], [0.02, -0.12, -0.12], [0.20, 0.06, 0.17], [-0.06, 0.17, 0.00], [0.15, 0.21, 0.21], [0.14, 0.16, -0.30], [-0.17, 0.13, 0.11], [0.02, 0.12, 0.21], [0.07, -0.09, 0.03], [-0.04, -0.13, -0.19], [0.27, 0.27, -0.22], [-0.52, -0.38, 0.59], [0.43, 0.11, -0.41], [-0.11, -0.09, -0.28], [-0.04, 0.19, -0.08], [-0.25, -0.82, -0.41], [-0.03, -0.33, 0.03], [-0.15, -0.03, -0.17], [0.11, 0.25, -0.05], [-0.10, -0.12, 0.25], [-0.03, 0.21, 0.16], [0.05, 0.05, 0.08], [0.07, 0.04, 0.18], [-0.08, -0.01, 0.02], [-0.02, -0.07, 0.01], [0.10, 0.52, 0.50], [0.47, 0.26, -0.19], [0.29, 0.40, -0.26], [0.04, -0.14, 0.44], [0.38, 0.25, -1.01], [0.20, -1.25, 0.73], [-0.16, 0.43, -0.17], [-0.63, 0.29, -0.08], [-0.24, -0.17, 0.18], [0.00, 0.03, 0.19], [-0.12, -0.20, -0.13], [0.00, 0.00, 0.18], [-0.22, -0.01, 0.08], [-0.14, 0.59, -0.02], [0.23, 0.02, -0.13], [0.09, -0.12, 0.32], [-0.27, -0.15, -0.27], [0.13, -0.06, -0.04], [0.30, 0.01, -0.04], [-0.07, -0.07, -0.03], [-0.06, -0.26, -0.02], [-0.11, -0.12, -0.27], [-0.04, 0.63, 0.18], [-0.06, 0.05, -0.03], [0.00, -0.32, 0.56], [0.24, -0.03, 0.23], [-0.05, 0.18, 0.20], [-0.05, 0.09, -0.28], [0.17, 0.09, -0.01], [-0.02, 0.04, 0.19], [-0.10, -0.10, 0.03], [0.12, -0.03, -0.03], [-0.02, 0.00, -0.09], [-0.07, -0.14, 0.08], [0.17, 0.11, -0.20], [-0.18, -0.06, -0.47], [0.15, 0.53, 0.20], [-0.57, 0.14, -0.22], [-0.44, -1.18, -0.54], [0.74, -0.12, 0.19], [-0.01, -0.09, -0.01], [-0.23, 0.06, 0.05], [0.30, 0.27, 0.05], [0.07, 0.44, 0.39], [1.22, 0.18, -0.81], [-0.19, 0.08, 0.28], [-0.38, -0.03, 0.41], [-0.25, -0.16, -0.03], [-0.28, -0.17, 0.25], [-0.03, 0.09, -0.12], [-0.36, 0.07, 0.11], [0.38, 0.13, -0.06], [0.23, -0.07, -0.34], [-0.17, -0.06, 0.00], [-0.10, 0.19, 0.18], [0.11, -0.04, 0.15], [-0.17, 0.38, -0.09], [0.19, 0.02, -0.12], [-0.20, -0.11, -0.03], [-0.04, -0.28, 0.22], [0.22, -0.02, -0.10], [-0.02, 0.02, 0.05]], "e_lumo_ev": 0.450, "energy_ev": -54894.935}

{"formula": "C30H26Cl2N7O8PtS3", "method": "wB97M-V/def2-TZVPD", "elements": ["Pt", "O", "C", "O", "C", "C", "Cl", "N", "N", "C", "C", "O", "O", "C", "C", "C", "C", "C", "C", "H", "H", "H", "H", "H", "H", "Cl", "C", "C", "C", "C", "O", "C", "C", "O", "C", "H", "H", "H", "H", "C", "N", "C", "S", "N", "C", "H", "H", "H", "H", "H", "H", "H", "H", "N", "C", "C", "C", "C", "C", "C", "S", "O", "O", "N", "C", "S", "C", "C", "N", "H", "H", "H", "H", "H", "H", "H", "H"], "positions_angstrom": [[-0.8019, 0.5996, -0.1805], [3.6907, 1.3004, 3.6281], [2.6117, 0.9130, 4.2761], [2.6345, 0.5455, 5.4195], [1.3205, 0.9228, 3.5123], [0.0671, 0.6922, 4.0861], [-0.3226, 0.4832, 5.7110], [-0.8626, 0.7435, 3.1050], [-0.2604, 0.9918, 1.9371], [1.0396, 1.1038, 2.1498], [1.8823, 1.4718, 0.9719], [3.0565, 1.7813, 1.1520], [1.2893, 1.4707, -0.1541], [-2.2858, 0.7033, 3.1875], [-2.9366, -0.2297, 3.9806], [-4.3209, -0.2275, 4.0239], [-5.0493, 0.7076, 3.3031], [-4.3900, 1.6181, 2.4918], [-3.0062, 1.6167, 2.4264], [3.5138, 1.5483, 2.6773], [-2.3719, -0.9542, 4.5472], [-4.8379, -0.9557, 4.6335], [-6.1277, 0.7234, 3.3776], [-4.9477, 2.3404, 1.9118], [-2.4850, 2.3379, 1.8114], [1.6916, 5.2958, -5.0489], [0.9610, 3.9933, -4.1976], [0.9342, 2.7092, -4.7642], [0.3394, 1.6674, -4.1008], [-0.2764, 1.8408, -2.8360], [-0.9083, 0.8471, -2.2977], [-0.2173, 3.1530, -2.2697], [-0.8237, 3.4219, -1.0134], [-1.5079, 2.6374, -0.3296], [0.4050, 4.2028, -2.9609], [1.3853, 2.5512, -5.7343], [0.3184, 0.6734, -4.5276], [-0.6722, 4.4366, -0.6202], [0.4174, 5.1918, -2.5197], [-2.1959, -3.7106, -1.9734], [-2.4337, -2.5699, -1.0986], [-2.7825, -1.3442, -1.4240], [-3.1279, -0.2558, -0.0880], [-3.0186, -0.8956, -2.6452], [-2.4812, -1.3964, -3.9115], [-2.0239, -4.5857, -1.3540], [-1.3195, -3.5608, -2.6016], [-3.0727, -3.8996, -2.5907], [-2.2601, -2.6956, -0.1059], [-3.2842, 0.0765, -2.6573], [-2.9506, -2.3327, -4.2011], [-1.4022, -1.5211, -3.8335], [-2.6920, -0.6571, -4.6789], [6.3472, 0.3026, -0.4947], [5.1641, -0.2982, -0.7729], [4.3239, 0.1906, -1.7906], [3.0722, -0.3444, -1.9746], [2.6642, -1.4135, -1.1847], [3.5317, -1.9985, -0.2650], [4.7737, -1.4483, -0.0609], [1.0058, -1.9741, -1.2550], [0.9594, -3.3864, -1.0125], [0.3661, -1.4801, -2.4417], [0.0910, -1.2991, 0.0065], [-0.1877, -1.9939, 1.1449], [0.9356, -3.1197, 1.9281], [-0.2358, -3.4137, 3.1391], [-1.3579, -2.6916, 2.8955], [-1.3200, -1.8928, 1.7921], [6.5276, 1.2211, -0.8569], [6.8291, 0.0367, 0.3454], [4.6626, 1.0245, -2.3910], [2.3905, 0.0439, -2.7188], [3.2263, -2.8916, 0.2589], [5.4500, -1.8823, 0.6634], [-0.0540, -4.0784, 3.9662], [-2.2666, -2.7340, 3.4767]], "atomic_forces_ev_per_a": [[1.42, 1.39, -0.14], [0.13, 0.08, -0.12], [0.06, -0.08, 0.03], [-0.05, 0.03, -0.04], [-0.19, -0.04, -0.07], [0.28, 0.08, -0.23], [-0.11, 0.05, -0.08], [-0.13, -0.31, 0.34], [-1.02, -0.56, -1.58], [0.25, 0.05, 0.38], [0.67, -0.19, 0.64], [-0.25, 0.00, -0.30], [-1.76, -0.54, -0.92], [-0.49, 0.08, -0.12], [0.11, 0.05, 0.03], [-0.01, 0.06, 0.08], [0.01, -0.03, -0.09], [-0.04, 0.00, 0.02], [0.19, 0.10, 0.18], [-0.03, -0.05, 0.13], [-0.03, 0.12, 0.03], [0.03, 0.00, 0.05], [-0.02, -0.02, -0.05], [-0.01, 0.02, 0.01], [-0.02, 0.03, 0.02], [0.11, 0.13, -0.13], [-0.13, -0.13, 0.25], [-0.06, 0.32, 0.14], [-0.39, -0.50, 0.43], [0.73, 1.42, -0.36], [-0.61, -1.52, 1.81], [-0.01, -0.88, 0.12], [0.35, 0.38, -0.58], [0.42, -1.01, 0.97], [0.14, 0.16, -0.16], [0.03, -0.02, 0.00], [0.02, -0.01, -0.03], [-0.45, 0.03, -0.06], [0.06, 0.01, 0.00], [-0.03, -0.15, -0.27], [0.09, 0.03, 0.04], [-0.57, -0.52, -0.23], [1.63, 0.98, -0.26], [0.18, 0.06, -0.03], [0.13, -0.24, -0.12], [0.02, 0.07, 0.08], [-0.02, 0.02, 0.07], [0.00, 0.00, 0.03], [-0.02, 0.07, -0.04], [0.00, -0.01, 0.10], [-0.01, 0.04, -0.03], [-0.07, 0.00, 0.01], [-0.07, 0.03, 0.06], [0.14, -0.05, -0.06], [-0.29, -0.15, -0.03], [0.13, 0.06, 0.14], [-0.13, -0.01, 0.05], [-0.66, -0.04, 0.17], [-0.03, 0.03, -0.02], [-0.03, 0.08, -0.04], [-0.38, -0.18, -0.26], [0.19, -0.07, 0.26], [0.32, 0.24, -0.08], [-0.16, 1.66, -0.90], [0.12, -1.14, 1.32], [-0.26, 0.58, -0.26], [-0.31, 0.19, 0.16], [0.39, -0.43, 0.26], [0.21, 0.12, -0.76], [0.05, 0.01, 0.04], [0.07, 0.10, -0.02], [-0.05, 0.03, -0.03], [0.04, 0.13, 0.00], [0.03, -0.02, 0.13], [0.01, -0.02, 0.01], [0.04, -0.15, -0.09], [0.08, -0.07, -0.01]], "e_lumo_ev": -5.380, "energy_ev": -119133.825, "total_charge": 1, "de_lowest_kcal_mol": 0.0}

{"formula": "C4H5NO2", "method": "wB97M-V/def2-TZVPD", "elements": ["C", "C", "C", "O", "C", "O", "N", "H", "H", "H", "H", "H"], "positions_angstrom": [[1.0642, -1.2568, -0.6305], [0.0695, -0.2978, -0.0518], [-0.7937, -0.4523, 0.9587], [-1.4571, 0.7262, 1.2196], [-0.9390, 1.6962, 0.4042], [-1.2233, 2.8618, 0.4743], [-0.0528, 1.0457, -0.4328], [0.6241, -1.9099, -1.3922], [1.9085, -0.7236, -1.0797], [1.4593, -1.8928, 0.1673], [-1.0100, -1.2820, 1.6091], [0.3503, 1.4852, -1.2462]], "atomic_forces_ev_per_a": [[-0.06, 0.02, -0.01], [-0.14, -0.11, 0.25], [0.24, -0.23, -0.14], [0.16, 0.20, 0.11], [0.00, 0.15, -0.16], [0.00, -0.29, -0.23], [-0.04, 0.07, 0.02], [0.05, 0.19, 0.07], [-0.15, -0.07, 0.09], [-0.07, 0.08, -0.16], [0.00, 0.02, -0.10], [0.00, -0.03, 0.28]], "e_lumo_ev": 0.700, "energy_ev": -9814.222, "de_lowest_kcal_mol": 2.1}